This record from the OMol25 dataset describes a molecular structure, C70H54OP3SSiTl. The level of theory is the ωB97M-V functional and the def2-TZVPD basis.

Values from the calculation:
E_LUMO = 0.581 eV
Relative energy (zero: lowest compared OMol25 entry of this formula, charge and spin) = 0.0 kJ/mol
Calculated total energy = -4659.30857 Eh
HOMO energy = -0.268 Eh

Structure (ORCA input):
```
! wB97M-V def2-TZVPD RIJCOSX def2/J DEFGRID3
* xyz 0 1
Tl -0.52300 1.20494 0.52643
C 4.49578 2.31567 3.17426
C 3.20216 2.65147 3.55466
C 2.16438 1.76337 3.32603
C 2.40993 0.52158 2.73699
C 3.70905 0.18488 2.38109
C 4.74677 1.08613 2.58491
P 0.92573 -0.51862 2.47650
C 0.81001 -1.34467 4.11926
C -0.30763 -2.14137 4.36794
C -0.44169 -2.83023 5.56364
C 0.53640 -2.71375 6.54176
C 1.64302 -1.90877 6.31346
C 1.78357 -1.22798 5.11048
C 1.49796 -1.91200 1.41351
C 2.37330 -2.84953 1.96934
C 2.78807 -3.96038 1.25266
C 2.28125 -4.18082 -0.01850
C 1.39294 -3.27065 -0.56927
C 1.01137 -2.10222 0.10068
Si -0.17053 -0.92123 -0.83751
C -1.50184 -2.10713 -1.51263
C -1.48504 -2.50283 -2.85339
C -2.41248 -3.40602 -3.35083
C -3.39185 -3.92074 -2.51800
C -3.43925 -3.53511 -1.18705
C -2.50867 -2.63100 -0.67841
P -2.58651 -2.03653 1.05292
C -3.23033 -3.54491 1.88912
C -2.24198 -4.48634 2.19212
C -2.56660 -5.68452 2.80765
C -3.88724 -5.94957 3.14811
C -4.87235 -5.01733 2.86121
C -4.54992 -3.81899 2.23274
C -4.03146 -0.91296 0.94891
C -4.45518 -0.36499 -0.26109
C -5.50766 0.53988 -0.29142
C -6.15189 0.90555 0.88021
C -5.72033 0.38496 2.09177
C -4.65588 -0.50291 2.12801
C 0.69410 -0.23738 -2.40449
C 1.72322 -0.94905 -3.02838
C 2.39846 -0.44846 -4.13291
C 2.06369 0.79648 -4.63890
C 1.03624 1.52044 -4.05370
C 0.34579 1.01447 -2.95446
P -1.04532 1.96204 -2.23578
C -2.47524 1.41006 -3.23873
C -2.38215 0.49492 -4.28292
C -3.51858 0.11890 -4.98980
C -4.75415 0.65568 -4.66362
C -4.85736 1.56534 -3.61814
C -3.72779 1.93231 -2.90473
C -0.78595 3.67407 -2.83201
C -1.41006 4.21819 -3.95258
C -1.18629 5.54388 -4.30045
C -0.33738 6.33429 -3.53929
C 0.28558 5.79996 -2.41927
C 0.05546 4.48033 -2.06084
H 5.30500 3.01845 3.32779
H 2.99758 3.61589 4.00362
H 1.14672 2.03422 3.59201
H 3.91998 -0.77211 1.92221
H 5.75060 0.83143 2.26524
H -1.07353 -2.22929 3.60765
H -1.30831 -3.45975 5.72697
H 0.43479 -3.24434 7.48053
H 2.40990 -1.81389 7.07273
H 2.65637 -0.60927 4.94783
H 2.72756 -2.71613 2.98406
H 3.48234 -4.66280 1.69746
H 2.56708 -5.06584 -0.57468
H 0.96112 -3.48923 -1.54063
H -0.71800 -2.11205 -3.51218
H -2.36643 -3.71392 -4.38936
H -4.12854 -4.61436 -2.90543
H -4.21835 -3.92812 -0.54574
H -1.20881 -4.26886 1.93418
H -1.79123 -6.40745 3.02868
H -4.14799 -6.88154 3.63418
H -5.90280 -5.22410 3.12431
H -5.33519 -3.11321 1.99879
H -3.96661 -0.64548 -1.18693
H -5.82096 0.95756 -1.24110
H -6.97713 1.60568 0.85211
H -6.20336 0.68110 3.01478
H -4.30614 -0.88013 3.08333
H 2.01840 -1.91333 -2.63543
H 3.19323 -1.02830 -4.58706
H 2.59892 1.20525 -5.48730
H 0.77333 2.49241 -4.45318
H -1.42113 0.07695 -4.55111
H -3.43369 -0.59197 -5.80273
H -5.63827 0.36354 -5.21670
H -5.82090 1.98743 -3.35946
H -3.81423 2.63115 -2.07858
H -2.06812 3.61004 -4.55989
H -1.68007 5.96288 -5.16849
H -0.16430 7.36645 -3.81814
H 0.94302 6.41532 -1.81731
H 0.53315 4.06272 -1.18128
C -3.74208 4.31319 2.76038
C -3.49715 4.39353 1.39595
C -2.59704 3.52011 0.79856
C -1.93118 2.54969 1.54637
C -2.18669 2.48082 2.91232
C -3.08185 3.35686 3.51648
H -4.44253 4.99328 3.22942
H -4.00115 5.14018 0.79260
H -2.40254 3.61246 -0.26451
H -1.68556 1.73828 3.52496
H -3.26420 3.27908 4.58196
C 10.38159 0.30485 -1.15815
C 8.90156 0.52722 -0.97380
O 8.39277 0.88532 0.05222
S 7.96641 0.19549 -2.46641
C 6.33348 0.61726 -1.91115
C 5.47636 -0.37188 -1.44894
C 4.22309 -0.02519 -0.97401
C 3.81864 1.31265 -0.95219
C 4.68443 2.29488 -1.44001
C 5.93571 1.94910 -1.92083
C 2.53509 1.65780 -0.42138
C 1.45803 1.97921 0.04464
H 10.89861 1.24616 -0.97147
H 10.61331 -0.04603 -2.16200
H 10.72559 -0.41982 -0.42053
H 5.79891 -1.40554 -1.44825
H 3.55153 -0.79157 -0.60564
H 4.36641 3.32957 -1.42797
H 6.61083 2.70928 -2.29164
*
```

Atom charges from the Löwdin analysis, given in e for atoms 1 to 99: number 1, Tl, carries 0.60; number 2, C, carries -0.08; number 3, C, carries -0.07; number 4, C, carries -0.12; number 5, C, carries -0.41; number 6, C, carries -0.09; number 7, C, carries -0.07; number 8, P, carries 1.06; number 9, C, carries -0.35; number 10, C, carries -0.10; number 11, C, carries -0.08; number 12, C, carries -0.09; number 13, C, carries -0.08; number 14, C, carries -0.09; number 15, C, carries -0.36; number 16, C, carries -0.10; number 17, C, carries -0.07; number 18, C, carries -0.07; number 19, C, carries -0.11; number 20, C, carries -0.28; number 21, Si, carries 0.59; number 22, C, carries -0.28; number 23, C, carries -0.10; number 24, C, carries -0.08; number 25, C, carries -0.07; number 26, C, carries -0.07; number 27, C, carries -0.38; number 28, P, carries 1.09; number 29, C, carries -0.38; number 30, C, carries -0.12; number 31, C, carries -0.08; number 32, C, carries -0.09; number 33, C, carries -0.08; number 34, C, carries -0.09; number 35, C, carries -0.37; number 36, C, carries -0.07; number 37, C, carries -0.08; number 38, C, carries -0.08; number 39, C, carries -0.08; number 40, C, carries -0.11; number 41, C, carries -0.30; number 42, C, carries -0.10; number 43, C, carries -0.07; number 44, C, carries -0.07; number 45, C, carries -0.07; number 46, C, carries -0.38; number 47, P, carries 1.05; number 48, C, carries -0.35; number 49, C, carries -0.08; number 50, C, carries -0.07; number 51, C, carries -0.08; number 52, C, carries -0.10; number 53, C, carries -0.11; number 54, C, carries -0.36; number 55, C, carries -0.09; number 56, C, carries -0.08; number 57, C, carries -0.09; number 58, C, carries -0.07; number 59, C, carries -0.09; number 60, H, carries 0.10; number 61, H, carries 0.10; number 62, H, carries 0.10; number 63, H, carries 0.09; number 64, H, carries 0.11; number 65, H, carries 0.06; number 66, H, carries 0.10; number 67, H, carries 0.10; number 68, H, carries 0.10; number 69, H, carries 0.10; number 70, H, carries 0.10; number 71, H, carries 0.11; number 72, H, carries 0.11; number 73, H, carries 0.10; number 74, H, carries 0.09; number 75, H, carries 0.10; number 76, H, carries 0.10; number 77, H, carries 0.11; number 78, H, carries 0.10; number 79, H, carries 0.10; number 80, H, carries 0.10; number 81, H, carries 0.10; number 82, H, carries 0.10; number 83, H, carries 0.10; number 84, H, carries 0.08; number 85, H, carries 0.10; number 86, H, carries 0.10; number 87, H, carries 0.11; number 88, H, carries 0.09; number 89, H, carries 0.11; number 90, H, carries 0.10; number 91, H, carries 0.10; number 92, H, carries 0.10; number 93, H, carries 0.10; number 94, H, carries 0.10; number 95, H, carries 0.10; number 96, H, carries 0.11; number 97, H, carries 0.10; number 98, H, carries 0.10; number 99, H, carries 0.10